No. 1
Density functional theory data (the ωB97M-V functional and the def2-TZVPD basis) for C36H57B2F2InN11 as an isolated structure at a distorted geometry.

Geometry as XYZ:
```
109
Properties=species:S:1:pos:R:3:forces:R:3:mulliken_charge:R:1
In -0.00449 -0.23395 0.29224 -0.179 0.012 0.112 0.90
C 4.64464 1.83140 1.62325 -0.065 -0.009 -0.031 -1.53
C 3.28970 1.48473 2.24406 0.054 0.051 0.147 2.80
C 3.09470 2.24827 3.55788 -0.048 0.018 -0.083 -1.75
C 3.15101 0.01069 2.46240 0.010 -0.145 0.081 -0.40
C 4.04161 -0.83701 3.14481 0.001 -0.051 -0.122 -1.27
C 3.46179 -2.07966 3.06344 0.068 0.004 0.124 -0.62
N 2.30104 -1.96848 2.38819 -0.272 -0.209 0.136 0.05
N 2.10132 -0.67853 2.02064 -0.019 0.082 -0.263 0.70
B 1.35715 -3.13811 2.06379 -0.036 -0.010 0.057 -0.28
N -0.12007 -2.73281 2.51776 0.096 0.269 -0.021 0.56
C -0.39555 -2.03298 3.61528 -0.248 0.087 0.099 -0.35
C -1.76272 -2.04861 3.84695 0.117 -0.030 0.120 -1.50
C -2.31394 -2.82602 2.83647 0.156 0.222 0.021 0.48
N -1.29534 -3.20299 2.04253 -0.034 0.254 0.947 0.19
C -3.76858 -3.14706 2.63258 0.036 0.025 -0.160 0.67
C -4.54339 -1.85673 2.34330 0.018 0.003 -0.013 -1.28
C -4.02884 -4.18265 1.54835 0.097 -0.098 0.089 -1.44
N 1.40285 -3.55206 0.59217 0.267 -0.043 0.128 -0.47
C 1.82244 -4.76593 0.17039 0.401 0.383 0.041 -1.66
C 2.09447 -4.68515 -1.17158 0.010 0.106 -0.115 -0.26
C 1.81123 -3.34340 -1.50907 0.674 -0.369 0.159 -0.63
N 1.39273 -2.67044 -0.44336 0.475 -0.372 0.574 1.14
C 2.01851 -2.68481 -2.84440 0.607 0.028 -0.291 4.00
C 3.50955 -2.38269 -3.03612 -0.028 -0.047 0.036 -1.81
C 1.49685 -3.54474 -3.99562 -0.004 0.075 -0.074 -1.80
H 4.69405 2.89467 1.38101 0.015 -0.011 0.013 0.42
H 5.45201 1.61123 2.32317 0.011 -0.004 -0.010 0.45
H 4.82830 1.25907 0.71254 0.018 0.021 0.000 0.26
H 2.50008 1.77563 1.55095 -0.175 0.073 -0.055 -1.40
H 3.90201 2.01238 4.25285 -0.004 0.003 0.021 0.40
H 3.10319 3.32593 3.38212 0.014 -0.016 0.017 0.45
H 2.15108 1.98278 4.03611 -0.013 0.010 -0.009 0.36
H 4.97741 -0.57740 3.60916 -0.010 -0.022 0.018 0.56
H 3.79290 -3.03205 3.44362 -0.043 -0.014 -0.013 0.54
H 1.69296 -4.07856 2.73138 0.001 -0.057 -0.080 -0.15
H 0.39533 -1.57524 4.18470 0.055 0.034 -0.068 0.58
H -2.28797 -1.58165 4.66163 -0.009 0.004 -0.012 0.52
H -4.12671 -3.55021 3.58332 0.048 0.003 0.034 0.43
H -4.18323 -1.39189 1.42240 -0.008 0.006 0.015 0.14
H -5.60454 -2.07523 2.22447 0.003 -0.015 -0.005 0.44
H -4.43707 -1.14172 3.15668 0.018 0.070 0.006 0.38
H -3.74795 -3.79716 0.56980 0.041 0.032 -0.144 0.17
H -3.48215 -5.10843 1.73699 -0.002 -0.027 -0.023 0.37
H -5.09101 -4.42219 1.52134 0.016 -0.004 -0.028 0.46
H 1.93134 -5.58686 0.85954 -0.003 0.023 0.056 0.55
H 2.45476 -5.46728 -1.81785 0.002 -0.007 0.006 0.55
H 1.47812 -1.73459 -2.84512 0.646 -0.131 -0.320 -1.85
H 4.08461 -3.31005 -3.04348 0.040 0.029 0.001 0.43
H 3.68150 -1.86930 -3.98386 -0.019 0.000 -0.007 0.45
H 3.88640 -1.75677 -2.22592 0.050 -0.034 -0.010 0.24
H 2.05308 -4.48120 -4.06093 -0.002 -0.012 -0.004 0.38
H 0.44000 -3.78566 -3.87646 0.153 0.047 -0.213 0.34
H 1.61906 -3.02094 -4.94473 0.032 0.001 0.005 0.45
C 2.47805 0.65979 -1.30628 0.000 0.048 0.076 -0.27
N 1.30951 1.54594 -1.39362 -0.066 -0.101 0.029 1.45
C 1.76125 2.93494 -1.22326 -0.009 -0.029 -0.013 -0.51
C 0.52750 1.34242 -2.58745 0.007 0.077 -0.081 -0.29
C 1.15239 0.89292 -3.74929 -0.006 -0.008 -0.001 -0.07
C 0.44320 0.60908 -4.90509 0.023 -0.034 -0.017 -0.95
C -0.92999 0.77685 -4.92378 -0.048 -0.024 0.001 -0.95
C -1.56488 1.24128 -3.78504 0.068 -0.029 0.001 -0.15
C -0.86441 1.53228 -2.61780 -0.089 0.075 0.007 -0.77
N -1.63614 2.03282 -1.51102 0.205 0.040 0.050 0.82
C -1.54664 3.43768 -1.22539 -0.006 0.071 -0.037 -0.32
C -1.53231 4.33036 -2.29279 0.037 0.046 -0.012 -0.51
C -1.43768 5.69348 -2.07716 0.021 -0.002 -0.035 -0.88
C -1.37176 6.18077 -0.78087 0.016 0.036 0.037 -0.92
C -1.38972 5.29588 0.28320 -0.057 0.061 -0.073 -0.36
C -1.47657 3.92039 0.08509 0.022 0.005 -0.004 0.14
N -1.44030 3.02586 1.21149 -0.109 0.026 -0.047 1.09
C -2.61349 3.16508 2.07766 0.026 0.002 -0.043 -1.15
C -0.23824 3.24281 2.01184 0.070 -0.258 0.012 -1.12
H 3.31204 0.99135 -1.93515 0.010 -0.019 -0.033 0.86
H 2.82537 0.63341 -0.27245 0.023 0.043 -0.071 -1.20
H 2.20070 -0.35433 -1.58805 0.040 0.046 0.030 0.04
H 2.45761 3.21635 -2.02368 -0.007 -0.022 -0.010 0.34
H 0.92660 3.62539 -1.23150 -0.106 0.044 0.000 -0.08
H 2.28478 3.02695 -0.27149 0.007 -0.018 0.004 -0.12
H 2.22406 0.74881 -3.75157 0.014 0.016 0.002 0.41
H 0.96742 0.26288 -5.78608 0.009 0.011 -0.010 0.46
H -1.50187 0.57048 -5.81837 -0.005 -0.025 0.006 0.46
H -2.63835 1.38875 -3.78942 0.001 0.036 0.000 0.51
H -1.58580 3.94136 -3.30204 0.001 0.028 0.013 0.50
H -1.41890 6.37304 -2.91853 -0.021 -0.005 -0.006 0.44
H -1.30987 7.24519 -0.59811 0.019 0.000 -0.005 0.43
H -1.33117 5.68150 1.29401 -0.011 -0.032 -0.006 0.36
H -2.61859 4.12998 2.60334 -0.015 0.006 0.007 0.40
H -3.53062 3.07946 1.50434 -0.010 -0.047 -0.037 0.31
H -2.58410 2.37508 2.82724 -0.045 -0.052 0.049 0.32
H -0.31020 4.13358 2.64918 0.030 0.032 -0.001 0.41
H -0.06932 2.37875 2.66281 -0.022 0.050 -0.025 0.30
H 0.61746 3.35987 1.35279 0.129 -0.043 -0.004 0.28
F -3.81773 1.95998 -0.50811 0.136 0.029 0.039 -0.25
B -2.78177 1.33717 -1.06871 -0.173 -0.144 0.204 0.60
F -2.90624 0.01419 -1.20374 0.027 0.012 -0.118 -0.16
N -1.06612 -4.73344 -0.43420 -0.443 -0.162 -0.027 -0.42
C -1.14777 -4.16957 -1.79980 -0.224 -0.078 0.058 -0.26
C -1.60168 -2.70022 -1.81125 0.038 0.082 0.035 -0.20
N -0.55876 -1.75233 -2.19452 -0.256 0.158 0.126 0.51
H -0.21276 -5.27204 -0.34437 -0.120 -0.010 -0.055 0.12
H -1.82382 -5.38480 -0.27869 -0.124 -0.130 -0.115 0.33
H -1.30709 -3.80823 1.23083 0.190 -0.345 -1.044 0.26
H -1.81126 -4.76806 -2.42857 -0.023 -0.050 0.038 0.38
H -0.15382 -4.22817 -2.24457 -0.443 -0.168 0.202 -0.40
H -1.94230 -2.43969 -0.80477 -0.115 -0.036 0.069 -0.16
H -2.45563 -2.56199 -2.47363 -0.030 0.040 0.017 0.64
H -0.49827 -1.64423 -3.20022 -0.214 0.110 0.012 0.56
H 0.33914 -2.10498 -1.87482 -1.402 0.400 -0.076 -1.63
```
Forces are in eV/Å.

Its net charge is +1. Its molar mass is 818.37 g mol⁻¹. The calculation puts the LUMO energy at -1.55 eV. The value obtained for the energy above the lowest of the compared OMol25 structures with the same formula, charge and spin is 0.0 kJ/mol. The value obtained for the strongest force on any atom is 1.46 eV/Å.

No. 2
Density functional theory data (the ωB97M-V functional and the def2-TZVPD basis) for a 12-piece molecular cluster, C36H58O36 overall at a distorted geometry.

Geometry as XYZ:
```
130
Properties=species:S:1:pos:R:3:forces:R:3:mulliken_charge:R:1
C 19.29305 -14.32158 11.91652 -1.057 0.722 -0.093 -0.27
C 19.83006 -12.90374 11.95424 2.534 -0.553 0.379 -0.31
O 20.04150 -12.60240 10.58299 0.152 1.012 0.313 -0.31
C 19.21694 -13.32898 9.87225 -0.922 -0.990 -3.183 0.70
O 19.03115 -13.19629 8.67539 0.094 -0.354 2.385 -0.56
O 18.66273 -14.31263 10.64425 -0.657 0.054 -0.855 -0.32
H 18.55467 -14.44720 12.70842 -0.001 -0.421 -0.162 0.26
H 20.02389 -15.12963 11.88442 0.236 0.279 0.421 0.27
H 20.85282 -12.99779 12.31923 -0.143 0.667 0.725 0.24
H 19.27249 -12.09635 12.42895 -0.226 -0.417 0.076 0.30
C 12.50614 -6.08101 1.50915 0.123 -1.885 -0.412 -0.32
C 13.37224 -4.88160 1.50102 -0.234 -0.584 0.536 -0.20
O 12.79191 -4.07052 0.51136 -0.590 1.258 -1.462 -0.34
C 11.88271 -4.77977 -0.26034 -1.089 0.743 -1.061 0.69
O 11.21595 -4.43487 -1.23166 2.384 -0.168 2.644 -0.56
O 11.78873 -5.99064 0.26938 -0.568 -1.293 0.744 -0.32
H 11.91400 -6.20524 2.41581 -0.742 0.227 -0.497 0.24
H 13.16876 -6.94530 1.46368 -0.436 -0.349 -0.114 0.26
H 14.35084 -5.27913 1.23190 0.389 1.141 0.006 0.25
H 13.26745 -4.49400 2.51438 0.748 0.911 -0.381 0.28
C 21.08651 -17.29570 4.22110 0.463 -0.386 0.985 -0.36
C 21.66656 -17.44277 2.85380 -0.316 0.442 0.114 -0.27
O 20.52996 -17.02119 2.06042 1.275 -0.332 -0.980 -0.31
C 19.43341 -17.21999 2.77806 -3.907 1.777 -1.339 0.71
O 18.28078 -17.03536 2.43357 1.777 -0.589 -0.598 -0.59
O 19.69183 -17.46243 4.02125 1.115 -0.975 2.550 -0.30
H 21.28914 -16.29226 4.59547 -0.205 -0.033 0.268 0.27
H 21.48289 -18.05736 4.89254 -0.260 0.172 0.222 0.29
H 21.94723 -18.47155 2.62809 0.036 0.168 -0.318 0.28
H 22.49073 -16.73023 2.82049 0.013 -0.258 -0.898 0.28
C 18.11696 -22.69160 6.46652 -0.617 0.153 -1.137 -0.12
C 17.00765 -23.00298 5.50092 -2.031 -0.280 -0.374 -0.32
O 17.58669 -23.76372 4.41493 -2.318 0.544 -0.022 -0.34
C 18.86949 -23.85722 4.57153 2.311 1.167 -1.669 0.73
O 19.64637 -24.19006 3.68881 -1.213 0.100 2.530 -0.55
O 19.18761 -23.28024 5.76524 2.576 -0.912 0.850 -0.37
H 17.86970 -23.03297 7.47172 0.812 -0.446 -0.019 0.26
H 18.27212 -21.61270 6.46558 0.220 -0.064 0.327 0.22
H 16.56460 -22.05076 5.20924 0.025 -0.252 -0.915 0.24
H 16.17526 -23.61675 5.84519 0.220 0.013 0.420 0.27
C 13.84998 -19.39580 11.95717 1.145 0.094 1.270 -0.32
C 14.19393 -20.88607 12.08095 -1.203 0.899 -0.153 -0.24
O 13.68057 -21.34258 10.80781 -0.140 0.009 -0.115 -0.33
C 12.87260 -20.35016 10.27439 -0.819 -3.634 -6.318 0.68
O 12.33177 -20.35894 9.15796 1.474 -1.144 2.971 -0.59
O 12.81298 -19.35063 11.00462 -0.082 4.049 3.361 -0.27
H 14.73695 -18.87964 11.58980 -0.238 0.410 -0.171 0.24
H 13.50243 -18.94740 12.88789 0.074 0.009 -0.154 0.29
H 13.62931 -21.28361 12.92432 -0.051 -0.575 -0.246 0.25
H 15.25667 -21.07667 12.23052 -0.150 -0.118 -0.446 0.28
C 8.19842 -7.01896 -6.78192 -0.846 0.457 -0.746 -0.27
C 9.45925 -7.83066 -6.72400 -0.097 -0.970 0.321 -0.23
O 9.07764 -8.98553 -5.89474 0.166 1.110 -0.337 -0.33
C 7.72992 -8.95927 -5.72486 -0.869 -3.165 1.844 0.69
O 7.10694 -9.90960 -5.23764 1.600 2.918 -1.426 -0.57
O 7.21455 -7.79593 -6.10588 -0.415 0.068 -0.117 -0.32
H 7.87400 -6.90022 -7.81573 -0.129 0.175 0.037 0.22
H 8.26544 -6.03328 -6.32142 0.016 -0.171 0.137 0.28
H 10.23575 -7.18037 -6.32117 0.375 -0.833 0.309 0.26
H 9.73009 -8.28239 -7.67830 0.208 0.410 -0.002 0.25
C 10.82324 -16.37474 -4.90132 0.393 1.795 0.448 -0.18
C 11.60297 -16.92679 -3.77827 1.801 2.215 2.151 -0.34
O 11.04405 -18.13642 -3.48071 0.479 -1.971 0.606 -0.33
C 9.83937 -18.22771 -4.01734 -0.151 0.348 -1.571 0.64
O 9.07436 -19.10294 -3.81538 -0.506 0.198 -0.088 -0.49
O 9.68350 -17.17412 -4.93323 -0.761 -1.601 0.011 -0.33
H 11.56154 -16.33038 -5.70197 -1.150 -0.462 -1.196 0.26
H 10.50209 -15.36126 -4.66087 0.071 0.118 -0.328 0.25
H 11.53762 -16.34381 -2.85959 -0.225 0.411 0.071 0.20
H 12.67127 -16.88477 -3.99053 0.046 -1.046 -0.101 0.30
C 5.85947 -10.53818 9.97671 -2.038 1.330 0.914 -0.67
O 6.49367 -11.44617 9.17989 1.314 0.952 -1.355 -0.28
C 6.46230 -12.67795 9.55229 0.488 -1.959 0.495 0.83
O 6.05445 -13.12547 10.58638 -0.463 -0.049 0.657 -0.57
O 7.00790 -13.36649 8.57827 1.233 -0.769 -1.241 -0.30
C 7.18721 -14.77670 8.68014 -1.440 -0.653 0.251 -0.67
H 5.74203 -9.64908 9.35717 -0.010 0.071 0.308 0.23
H 6.30711 -10.29632 10.94067 0.591 -0.167 -0.197 0.29
H 4.88372 -10.95891 10.21963 -0.287 0.353 0.091 0.31
H 7.97602 -15.14176 8.02242 0.147 0.588 0.236 0.23
H 6.25686 -15.22923 8.33698 -0.051 -0.119 -0.230 0.29
H 7.26484 -15.14487 9.70314 0.516 0.422 0.069 0.32
C 9.20379 -4.95917 6.54902 -0.164 0.394 -0.084 -0.64
O 9.71305 -3.71273 5.99840 1.402 -1.488 0.163 -0.32
C 8.87243 -2.86085 5.47891 -1.634 -0.329 -0.708 0.81
O 7.67823 -2.92181 5.61818 -0.141 0.544 -0.112 -0.57
O 9.54815 -2.01664 4.70422 0.669 -0.349 0.683 -0.30
C 8.91278 -1.03332 3.95871 -0.815 1.866 -1.103 -0.71
H 8.32648 -5.35678 6.03879 -0.337 0.766 0.041 0.32
H 9.01249 -4.74889 7.60129 -0.069 -0.523 -0.082 0.27
H 9.92746 -5.75464 6.37116 0.545 0.535 0.376 0.24
H 8.59232 -1.34728 2.96532 0.386 -0.546 -0.042 0.30
H 9.61820 -0.21018 3.84502 0.251 -0.259 -0.121 0.28
H 8.01931 -0.53171 4.33045 -0.082 -0.631 0.975 0.32
C 5.55996 -18.44660 1.74214 -0.365 -0.465 0.238 -0.62
O 5.00383 -19.35573 2.76138 -1.217 4.879 0.619 -0.31
C 5.26893 -20.57511 2.80009 1.541 -4.892 -0.912 0.82
O 5.96239 -21.12267 1.95924 -0.298 -0.475 0.867 -0.59
O 4.65292 -21.20392 3.86631 0.316 0.190 -0.065 -0.32
C 4.92685 -22.60795 4.21100 0.727 0.483 -1.143 -0.61
H 4.98884 -18.54533 0.81901 0.095 -0.271 0.083 0.29
H 6.62187 -18.60030 1.55028 -0.178 -0.395 0.206 0.31
H 5.40748 -17.43500 2.11833 -0.077 -0.288 0.255 0.23
H 5.93819 -22.76176 4.58735 0.053 0.552 0.236 0.29
H 4.90929 -23.24478 3.32656 -0.463 0.170 -0.126 0.29
H 4.21690 -22.95116 4.96352 -0.133 0.508 -0.255 0.23
C 4.50370 -7.61270 2.40382 -0.302 2.180 0.632 -0.68
O 3.92565 -8.49892 3.37226 -0.077 -0.128 0.159 -0.28
C 2.99660 -8.11762 4.30123 -0.250 1.951 -0.854 0.75
O 2.54233 -6.97780 4.45250 1.085 -2.785 -0.145 -0.57
O 2.67168 -9.24917 4.94204 0.218 0.173 0.839 -0.29
C 1.71581 -9.22978 6.03253 -0.651 0.605 -0.410 -0.65
H 3.79180 -7.14041 1.72688 -0.421 -1.030 -0.419 0.30
H 5.39590 -7.99391 1.90710 -0.608 -0.876 0.134 0.29
H 4.85813 -6.67431 2.83033 0.222 -0.126 0.960 0.29
H 1.91151 -9.94191 6.83419 0.738 -0.318 -0.596 0.25
H 0.75837 -9.49422 5.58366 -0.084 0.142 0.175 0.27
H 1.63772 -8.26537 6.53443 0.132 0.210 -0.474 0.32
C 10.08906 -12.72770 1.04624 -1.096 0.213 1.505 -0.63
O 10.69793 -13.73285 1.85856 1.048 -0.257 -0.348 -0.28
C 11.30418 -13.38797 2.99502 0.181 1.380 0.600 0.76
O 11.29648 -12.25310 3.49797 0.355 -2.940 -0.933 -0.58
O 11.90069 -14.53472 3.42024 -0.029 0.676 1.090 -0.28
C 12.81763 -14.44705 4.55190 -0.301 1.666 0.182 -0.66
H 9.39723 -12.26790 1.75198 -0.623 0.258 -0.561 0.30
H 9.58305 -13.29977 0.26856 0.127 0.444 -0.025 0.22
H 10.69715 -11.89036 0.70394 0.629 -0.588 -0.163 0.28
H 13.09654 -15.40976 4.98030 0.066 -0.128 -1.059 0.27
H 12.44853 -13.89644 5.41717 -0.969 0.040 -0.172 0.30
H 13.61024 -13.76551 4.24309 0.610 -0.752 -0.128 0.29
```
Forces are in eV/Å.

As for the SMILES: COC(=O)OC.COC(=O)OC.COC(=O)OC.COC(=O)OC.COC(=O)OC.O=C1OCCO1.O=C1OCCO1.O=C1OCCO1.O=C1OCCO1.O=C1OCCO1.O=C1OCCO1.O=C1OCCO1. Its molar mass is 1066.82 g mol⁻¹. The calculation puts the LUMO energy at -0.01 eV. The value obtained for the energy above the lowest of the compared OMol25 structures with the same formula, charge and spin is 642.9 kJ/mol. The value obtained for the strongest force on any atom is 7.33 eV/Å.